# 1
Here is C54H45BrF4IInN4O4P as an isolated structure in a non-equilibrium geometry from the Open Molecules 2025 dataset. Energies are from ωB97M-V/def2-TZVPD.

Computed properties:
ΔE to the lowest compared entry with this formula, charge and spin: 0.0000 eV
HOMO energy: -10.6 eV
Total energy: -6407.37094 Eh
Gap between HOMO and LUMO: 8.221 eV
Charge: +1

Last column: Mulliken charge in e.
Geometry (Å):
C -5.061 2.713 -2.940  -0.6497
H -2.653 5.286 -0.072  0.2778
C 4.267 2.404 1.837  -0.5462
C -3.535 -1.424 3.588  -0.4455
H -4.969 3.466 -4.952  0.4061
C 0.035 -0.373 2.677  2.3990
H -2.691 0.070 2.314  0.4830
C 3.609 -4.039 -0.081  -0.6785
H 2.711 -1.103 3.274  0.2280
H -5.002 1.705 -1.045  0.4580
C 0.997 0.116 3.769  0.0549
C 5.588 -0.274 -4.195  0.3262
C 1.660 3.806 -1.330  -1.3504
H 4.123 -0.196 5.037  0.4762
H -1.920 -5.098 0.608  0.5090
C -4.678 -1.324 -1.217  -0.4584
H -5.700 3.511 -2.583  0.5022
H 2.730 3.617 -1.301  0.3803
C 2.625 1.140 5.795  -0.6966
H 4.102 2.505 2.904  0.5340
C -1.602 -4.088 0.387  -1.4593
H -4.553 -1.171 3.318  0.5675
O -1.914 2.952 -0.090  -0.6558
H 2.254 -2.857 -1.255  0.3418
H -2.813 -0.147 -4.224  0.4148
C 4.792 -1.619 0.616  -0.2579
C -5.935 -2.705 0.309  -0.6463
H 5.267 -0.687 0.888  0.4526
C 3.715 -1.633 -0.263  0.8723
H -2.892 -3.856 -1.326  0.6247
H 3.148 -4.979 -0.357  0.4738
C -3.292 -2.426 4.512  -0.9113
C 5.122 3.273 1.174  -0.9466
H 5.633 4.056 1.718  0.4202
O -3.114 0.217 -0.287  -0.7548
H 4.865 2.017 -1.954  0.4385
C 2.301 -0.338 3.923  0.1303
C -3.477 -0.405 -1.490  3.0337
H -2.229 3.710 -3.165  0.3383
C -5.581 -1.644 -2.227  -0.4838
C -0.269 -2.164 0.892  -0.3316
H -3.510 1.636 -5.746  0.4790
C 0.988 2.847 -0.374  -0.0879
C 0.516 1.090 4.643  -0.5306
H -1.751 2.212 -2.511  -0.3020
C 3.852 1.212 -0.228  0.4682
C -2.477 -0.729 3.013  -0.2314
C -0.654 -3.466 1.180  -0.8440
C 3.110 0.174 4.931  -0.8400
C -3.856 0.663 -2.516  -0.8837
H 1.292 4.020 1.250  0.1340
C -4.647 2.692 -4.267  -0.8085
F 5.889 -0.461 -1.903  -0.3607
H 3.256 1.532 6.582  0.4250
C -6.657 -2.479 -1.965  -0.8949
C -0.932 -2.027 4.306  -0.9011
C 0.714 -1.428 1.747  -0.8174
H -7.361 -2.712 -2.754  0.4371
C 5.280 -2.812 1.132  -0.7360
C -6.843 -3.007 -0.696  -0.6862
C -4.859 -1.869 0.048  -0.3276
N -0.799 -1.517 -0.161  0.8795
H -1.520 -0.575 -2.377  -0.5190
C -1.717 -2.112 -0.943  -0.4510
C 4.762 -0.088 -5.291  0.4845
H -4.117 -2.963 4.962  0.4289
C -4.674 1.703 -2.076  -0.4071
C 3.113 -2.849 -0.590  -0.7448
F 5.273 -0.013 -6.507  -0.2810
F 6.897 -0.395 -4.367  -0.2943
H 0.595 2.432 1.563  0.0971
C -2.105 3.638 -1.118  0.3830
N -2.521 4.911 -0.994  -0.3445
C -1.985 -2.718 4.880  -0.8061
H 5.975 3.813 -0.718  0.4241
H -2.631 -1.892 -2.862  1.2663
C -3.438 0.651 -3.843  0.3778
C -2.139 -3.406 -0.693  -0.3753
H 5.096 -4.949 1.167  0.4121
C -1.168 -1.037 3.353  0.5756
N 0.960 3.133 0.913  0.5541
H -1.788 -3.481 5.623  0.4673
C 1.321 1.596 5.650  -0.7389
C 3.397 0.027 -5.098  0.3033
C 2.865 -0.023 -3.819  -0.2344
N -1.874 3.198 -2.375  0.2193
H -0.217 -3.978 2.026  0.6464
H -5.450 -1.242 -3.224  0.4381
C -2.293 -1.274 -2.032  -1.1913
In -1.217 0.707 0.136  2.7634
H 6.129 -2.796 1.804  0.4802
F 2.605 0.192 -6.154  -0.3204
H 0.928 2.346 6.325  0.4530
H 1.278 3.638 -2.331  0.4087
H 2.950 0.738 1.665  -0.3748
I 1.412 5.882 -0.877  0.0673
H -7.691 -3.645 -0.489  0.4075
C 3.682 -0.177 -2.693  0.1757
C 3.630 1.394 1.136  0.2864
H 0.085 -2.250 4.609  0.4177
C 4.698 -4.021 0.778  -0.6634
H -4.155 -1.626 0.832  0.1967
H 1.399 -0.875 1.107  -1.3592
Br 0.989 0.120 -3.670  -0.1678
H 1.263 -2.153 2.344  1.3886
O -0.299 0.782 1.929  -0.9255
C -3.833 1.664 -4.713  -0.8276
C 4.687 2.109 -0.890  -1.2972
H -0.503 1.439 4.528  0.4429
C 5.317 3.133 -0.193  -0.5694
O 0.567 1.771 -0.879  0.1754
H -6.066 -3.117 1.302  0.4858
C 5.046 -0.315 -2.922  -0.0637
H -2.638 5.520 -1.782  0.1577
P 2.904 -0.154 -1.008  1.1302


# 2
Here is an isolated molecule of C6H8O4 in a non-equilibrium geometry from the Open Molecules 2025 dataset. Energies are from ωB97M-V/def2-TZVPD.

Computed properties:
ΔE to the lowest compared entry with this formula, charge and spin: 2.4050 eV
HOMO energy: -9.6 eV
Total energy: -534.31974 Eh
Gap between HOMO and LUMO: 10.080 eV
Charge: 0

Last column: Mulliken charge in e.
Geometry (Å):
C -2.257 0.451 -0.027  0.0536
O -3.375 2.281 -0.785  -0.5923
H -2.430 0.789 -2.951  0.2446
H 0.025 0.542 1.840  0.3587
H -1.123 2.063 -2.541  0.2923
O -0.668 0.226 -1.646  -0.3890
H 1.561 -1.797 1.223  0.3012
C -2.505 1.490 -1.001  0.2750
H -2.840 0.127 0.804  0.5009
C -1.656 1.168 -2.187  -0.3749
C -0.439 -1.349 0.234  0.0354
C 0.803 -0.953 1.058  -0.6452
H -0.881 -1.717 2.059  0.4469
C -1.196 -0.223 -0.464  -0.0589
H -0.076 -2.011 -0.558  0.3533
H 1.463 -0.238 0.499  0.3102
O 0.420 -0.276 2.197  -0.5425
O -1.216 -2.133 1.195  -0.5692


# 3
Here is a 8-piece molecular cluster, C62H66O3 overall in a non-equilibrium geometry from the Open Molecules 2025 dataset. Energies are from ωB97M-V/def2-TZVPD.

Computed properties:
HOMO energy: -9.2 eV
Total energy: -2627.73874 Eh
Gap between HOMO and LUMO: 8.366 eV
Charge: 0

Last column: Mulliken charge in e.
Geometry (Å):
C 2.739 1.203 9.258  -0.4268
C -1.793 -8.802 3.246  -0.5188
H -2.861 0.297 -11.593  0.3580
C 9.464 5.397 -3.664  -0.4101
H 4.855 2.434 0.815  0.5132
C -1.324 -8.262 0.564  -0.3457
H -1.059 6.902 -1.235  0.4073
C -5.849 -4.921 2.806  -0.5851
H 2.827 3.042 1.898  0.4029
C -1.474 1.509 -5.650  -0.7394
H -2.625 -6.576 0.837  0.3868
C -1.799 -2.370 -9.014  -0.5592
C 4.665 2.084 -0.199  -0.5142
H 6.560 1.911 -1.191  0.2721
C 9.369 4.031 -3.438  -0.4559
H -1.141 -8.051 -0.482  0.3674
C 1.700 1.250 -4.269  -1.1977
C 0.686 2.024 -4.657  0.7896
H 3.495 1.706 9.847  0.3560
C 0.800 -0.088 7.745  0.1949
C -0.149 1.670 -5.824  -1.0136
H -3.825 -1.348 4.194  0.4522
C -3.763 2.271 -1.738  -0.4268
H -0.650 -0.807 -8.100  0.4123
C 3.318 1.322 -0.279  0.4857
O -0.020 4.261 -4.420  -0.5697
H 3.866 -0.340 0.952  0.5894
H 1.145 -1.775 9.025  0.3614
H -1.976 -9.012 4.293  0.3699
H -0.502 0.964 2.895  0.3350
H -4.247 -6.283 6.040  0.3808
H 3.207 0.975 1.883  0.2752
H -7.115 2.334 -2.189  0.3678
H 2.135 -0.078 0.924  0.2462
C -4.981 2.304 -2.400  -0.4347
C -5.918 -6.400 4.699  -0.3636
O 1.158 2.038 2.534  -0.3548
H 10.431 5.849 -3.844  0.3543
H -1.338 0.904 -9.744  0.3417
C 2.391 -0.109 9.549  -0.4394
H -1.831 -1.571 2.755  0.6339
H 1.997 0.348 -4.788  0.5060
C -4.048 -4.917 4.399  -0.3072
H 0.255 6.443 -2.336  0.3514
H 0.048 -0.592 7.157  0.1335
H -0.797 2.325 1.826  0.3310
H 6.018 3.784 -3.020  0.4331
C -0.079 1.539 2.071  -0.6078
C -2.890 -1.691 4.616  -0.6813
C 0.419 3.274 -3.872  -0.0049
H 6.187 6.216 -3.433  0.3699
H 6.332 0.688 0.082  0.4204
H 0.671 1.740 6.631  0.4099
C 1.748 3.060 1.748  -1.5077
H -0.078 -10.008 0.589  0.3505
C -0.725 -9.360 1.166  -0.4380
H -1.498 -3.120 -8.293  0.3576
C -6.164 2.306 -1.674  -0.4375
H -7.050 2.268 0.279  0.3679
C 2.529 1.676 -3.113  -0.3142
C -3.044 -1.749 -10.975  -0.4079
C -6.493 -5.912 3.534  -0.4165
H -6.301 -4.536 1.900  0.3745
C 1.419 -0.752 8.795  -0.2737
C -1.769 -1.817 3.808  -0.4122
H -1.641 4.423 -2.734  0.1448
C 1.151 1.223 7.452  -0.6958
H 0.073 0.846 1.238  0.2225
H -3.714 -2.013 -11.782  0.3554
C -6.127 2.271 -0.287  -0.4049
H -4.123 -3.654 2.667  0.4496
H 0.329 1.570 -6.795  0.4757
H -1.549 -2.687 7.560  0.4785
C 6.985 4.239 -3.201  -0.0873
H 2.387 2.893 7.985  0.3695
H -4.879 2.220 1.458  0.4047
C -1.153 4.820 -1.847  -0.6143
C -2.812 -2.009 5.965  -0.4138
C 0.019 3.954 -1.493  0.2995
H 8.396 7.249 -3.836  0.3564
H -3.092 -4.533 4.733  0.5668
H -3.049 -7.062 3.219  0.1537
C -4.696 -5.902 5.131  -0.6044
H -1.980 0.683 -6.133  0.3153
H 4.559 2.922 -0.889  0.3895
H 2.876 -0.629 10.365  0.3614
C 5.843 1.245 -0.717  -1.4680
H -3.688 -1.918 6.595  0.4202
H 10.261 3.417 -3.445  0.3608
C -0.487 -2.569 5.697  -0.3715
C 1.453 3.036 0.259  0.3611
C 3.096 0.435 0.947  -1.7923
C -1.611 -2.444 6.506  -0.5708
C -0.957 -9.628 2.508  -0.3651
C -4.907 2.243 0.376  -0.4894
C -4.626 -4.424 3.237  -0.3062
H -0.486 -10.482 2.978  0.3614
C 2.178 2.256 -0.660  0.3207
C -3.725 2.244 -0.351  -0.3074
C -2.565 -0.450 -10.868  -0.3766
C 0.419 3.853 -0.167  -0.5613
H -2.771 2.222 0.164  0.5545
H -1.908 4.780 -1.061  0.5167
C 2.117 1.869 8.210  -0.3719
C 8.129 3.452 -3.202  -0.4232
C 0.752 3.215 -2.418  0.8243
H 0.306 -2.361 3.716  0.4557
H 5.528 0.548 -1.493  0.3519
H 1.408 4.028 2.133  0.4610
C -1.707 -0.110 -9.831  -0.3821
H -1.980 2.204 -4.986  0.2714
C 7.079 5.604 -3.432  -0.5557
H -0.132 4.433 0.566  0.4849
H 8.055 2.387 -3.021  0.4197
H -2.838 2.267 -2.302  0.4203
H 3.429 0.632 -1.110  0.6419
C -2.662 -2.708 -10.047  -0.3168
C 8.320 6.183 -3.660  -0.3321
H 0.451 -2.905 6.119  0.5178
H -6.421 -7.170 5.270  0.3774
H -1.382 6.687 -2.937  0.4071
H -5.010 2.329 -3.482  0.3849
C -1.323 -1.071 -8.906  -0.1414
C -2.158 -7.434 1.304  -0.5604
C -2.395 -7.705 2.645  0.2693
H -7.444 -6.303 3.195  0.3847
C -0.798 6.299 -2.104  -1.5742
C -0.567 -2.260 4.347  -0.4770
O 3.727 1.480 -3.128  -0.5015
H -3.038 -3.720 -10.130  0.3584
C 1.813 2.389 -2.008  0.9006


> What is the total energy in the first record?

-6407.37094 Eh